1.
Computed, not measured: 11 unconnected molecules or ions with the total composition H22O11 in a non-equilibrium geometry, with ωB97M-V/def2-TZVPD.

Total energy in eV: -22879.8922

Last column: natural (NBO) charge in e.
Geometry (Å):
O  1.39  -0.32  -2.95  -0.9396
O  -0.39  -0.05  0.31  -1.0080
O  2.01  -1.15  1.65  -0.9742
O  -0.90  -2.41  1.39  -0.9812
O  0.25  2.49  -2.04  -0.9502
O  2.58  2.20  -0.41  -0.9499
O  -1.47  0.43  -2.69  -0.9684
O  0.65  0.89  2.99  -0.9911
O  -1.04  -1.05  3.63  -0.9594
O  -0.83  -2.32  -2.44  -0.9471
O  -1.66  1.83  1.77  -0.9563
H  2.11  -0.61  -3.51  0.4749
H  1.49  -0.30  1.67  0.5006
H  -0.20  1.08  2.60  0.5007
H  -1.84  0.56  -3.55  0.4805
H  -0.19  2.89  -1.32  0.4556
H  -1.80  -2.46  0.98  0.4723
H  -0.78  -1.77  4.21  0.4779
H  0.07  -2.41  -2.19  0.4765
H  0.72  -1.06  -2.93  0.4569
H  -1.06  -1.95  2.23  0.4999
H  2.91  2.98  -0.74  0.4563
H  -1.62  -0.49  -2.51  0.4966
H  -0.49  -0.92  0.64  0.4969
H  -0.31  1.76  -2.19  0.4885
H  -1.05  -3.05  -2.97  0.4866
H  1.12  1.75  2.90  0.4945
H  1.51  -1.76  1.06  0.4602
H  -1.55  1.18  1.07  0.5007
H  -0.21  -0.53  3.57  0.5128
H  1.92  1.93  -1.01  0.4854
H  -1.24  2.61  1.38  0.4634
H  -0.13  0.04  -0.60  0.4876

---

2.
Computed, not measured: 11 unconnected molecules or ions with the total composition H22O11, with ωB97M-V/def2-TZVPD.

Total energy in eV: -22879.5862

Last column: natural (NBO) charge in e.
Geometry (Å):
O  -0.13  0.42  -0.10  -0.9652
O  0.03  0.98  -3.89  -0.9353
O  -2.07  -0.42  -2.38  -0.9540
O  1.46  2.56  0.62  -0.9707
O  3.78  -0.96  0.89  -0.9437
O  -2.47  2.15  -0.43  -0.9542
O  1.94  -1.44  -1.50  -0.9468
O  -2.30  -1.66  0.60  -0.9599
O  1.10  -1.08  2.30  -0.9756
O  -2.16  2.09  2.47  -0.9474
O  1.88  -3.17  0.76  -0.9555
H  -0.57  0.88  -3.16  0.4733
H  1.93  -2.35  1.24  0.4789
H  2.11  -3.85  1.40  0.4684
H  0.02  -0.20  0.60  0.4817
H  -2.51  -2.38  1.20  0.4770
H  -2.72  -0.33  -1.67  0.4824
H  -2.77  2.99  -0.08  0.4771
H  -0.97  0.16  -0.49  0.4904
H  -0.03  1.91  -4.12  0.4573
H  -1.74  -2.06  -0.07  0.4839
H  -2.51  -0.06  -3.15  0.4795
H  0.88  -0.18  2.52  0.4997
H  2.18  -0.52  -1.38  0.4633
H  -2.30  2.33  -1.35  0.4808
H  0.81  1.88  0.46  0.4920
H  -2.81  2.79  2.56  0.4591
H  2.35  -1.90  -0.77  0.4799
H  0.45  -1.61  2.75  0.4956
H  4.35  -0.48  1.49  0.4734
H  -2.22  1.83  1.55  0.4846
H  2.90  -0.76  1.19  0.4676
H  2.11  2.45  -0.08  0.4621

---

3.
Computed, not measured: 11 unconnected molecules or ions with the total composition H22O11 in a non-equilibrium geometry, with ωB97M-V/def2-TZVPD.

Total energy in eV: -22878.4081

Last column: natural (NBO) charge in e.
Geometry (Å):
O  -1.55  -4.54  0.41  -0.9404
O  -0.17  -0.27  -4.00  -0.9435
O  -0.86  0.63  3.09  -0.9615
O  2.80  2.51  -0.05  -0.9228
O  -1.47  1.98  -3.38  -0.9712
O  1.52  -1.07  2.92  -0.9422
O  1.25  -2.59  1.01  -0.9881
O  0.15  -0.06  0.30  -0.9611
O  -2.04  4.22  -1.53  -0.9382
O  -3.43  0.85  2.50  -0.9381
O  3.97  -1.78  -1.59  -0.9425
H  1.73  -1.14  3.81  0.4898
H  3.12  1.90  0.64  0.4598
H  -2.22  1.35  -3.40  0.4809
H  -1.49  4.59  -2.27  0.4673
H  -0.38  0.20  2.28  0.4573
H  0.75  -0.26  -0.43  0.4891
H  -0.41  -0.25  -3.09  0.4590
H  -0.23  0.63  -4.26  0.4826
H  -3.67  -0.07  2.44  0.4706
H  1.65  -0.15  2.75  0.4852
H  1.06  -1.90  1.61  0.4804
H  3.40  -1.08  -1.98  0.4710
H  3.45  -2.20  -0.92  0.4721
H  -4.38  1.11  2.52  0.4794
H  -1.69  2.65  -2.79  0.4857
H  -0.09  -0.92  0.65  0.4751
H  -1.36  -3.58  0.40  0.4708
H  -1.65  0.89  2.62  0.4854
H  1.59  -3.32  1.55  0.4763
H  1.86  2.35  0.15  0.4639
H  -0.69  -4.96  0.60  0.4701
H  -1.49  4.65  -0.83  0.4777

---

4.
Computed, not measured: 11 unconnected molecules or ions with the total composition H22O11 in a non-equilibrium geometry, with ωB97M-V/def2-TZVPD.

Total energy in eV: -22877.4186

Last column: natural (NBO) charge in e.
Geometry (Å):
O  2.27  3.81  1.20  -0.9834
O  -2.15  -3.39  1.53  -0.9481
O  0.92  2.65  -0.67  -0.9258
O  -1.79  -0.18  -2.94  -0.9264
O  -4.69  0.89  -0.37  -0.9153
O  -2.29  2.00  2.08  -0.9474
O  0.14  -3.80  0.44  -0.9743
O  2.52  -2.38  -2.53  -0.9479
O  1.80  0.30  -4.33  -0.9792
O  1.23  -1.29  1.41  -0.9797
O  2.45  1.72  2.97  -0.9384
H  -5.24  0.08  -0.34  0.4570
H  2.70  0.74  3.04  0.4899
H  1.63  2.82  -0.15  0.4681
H  1.08  3.21  -1.31  0.4487
H  -1.79  2.47  1.48  0.4808
H  1.24  -0.45  1.74  0.4734
H  -2.57  -3.54  2.36  0.4951
H  2.12  1.83  3.79  0.4710
H  2.70  4.47  1.78  0.4733
H  1.95  -1.55  -2.47  0.4807
H  2.72  0.19  -4.51  0.4889
H  -2.74  -3.46  0.80  0.4915
H  0.51  -3.12  0.00  0.4610
H  2.71  -2.55  -1.58  0.4669
H  -1.09  -0.75  -2.57  0.4666
H  -2.56  -0.55  -2.58  0.4597
H  -4.59  0.91  0.63  0.4585
H  1.15  0.30  -5.02  0.4912
H  -2.59  1.13  1.63  0.4665
H  2.30  3.03  1.83  0.4962
H  0.68  -1.99  1.87  0.5016
H  -0.72  -3.53  0.83  0.4792

---

What highest occupied orbital energy values result from the calculations? In sequence: -10.1; -10.1; -11.1; -10.6 eV.
What E_LUMO values result from the calculations? In sequence: -0.2007; -0.0504; -0.1495; -0.2760 eV.
What energy above the lowest of the compared OMol25 structures with the same formula, charge and spin values result from the calculations? In sequence: 156.5; 186.0; 299.7; 395.1 kJ/mol.